{
  "formula": "C5H13NO",
  "method": "wB97M-V/def2-TZVPD",
  "smiles": "CC(N)=O.CCC",
  "gap_ev": 10.418,
  "total_charge": 0,
  "elements": ["C", "C", "O", "N", "H", "H", "H", "H", "H", "C", "C", "C", "H", "H", "H", "H", "H", "H", "H", "H"],
  "positions_angstrom": [[2.06692, -1.25368, -0.14470], [2.05322, 0.25031, -0.32142], [2.38690, 0.89618, 0.65826], [1.91004, 0.82318, -1.54384], [2.68545, -1.66952, -0.93498], [1.02346, -1.65327, -0.18014], [1.98775, 1.79595, -1.78554], [1.46972, 0.38671, -2.34083], [2.28674, -1.51978, 0.88795], [-2.52544, -0.74148, 0.58173], [-3.38458, 0.26636, 1.38254], [-1.75408, -0.06155, -0.50932], [-1.91811, -1.20239, 1.38378], [-3.29646, -1.46102, 0.28122], [-2.76197, 0.97124, 1.90583], [-1.04403, -0.77159, -0.89932], [-2.48394, 0.23284, -1.26739], [-3.85654, -0.25700, 2.20719], [-4.17163, 0.68371, 0.72616], [-1.23937, 0.87096, -0.14583]],
  "nbo_charge": [-0.710, 0.662, -0.612, -0.832, 0.227, 0.223, 0.405, 0.386, 0.252, -0.397, -0.600, -0.615, 0.193, 0.198, 0.202, 0.201, 0.205, 0.203, 0.197, 0.213]
}

---

{
  "formula": "C26H70N18O10",
  "method": "wB97M-V/def2-TZVPD",
  "smiles": "CC1(C)CCCC(C)(C)N1O.CC1(C)CCCC(C)(C)N1O.NC(N)=O.NC(N)=O.NC(N)=O.NC(N)=O.NC(N)=O.NC(N)=O.NC(N)=O.NC(N)=O",
  "gap_ev": 7.695,
  "total_charge": 0,
  "elements": ["C", "C", "C", "C", "C", "C", "N", "O", "C", "C", "C", "H", "H", "H", "H", "H", "H", "H", "H", "H", "H", "H", "H", "H", "H", "H", "H", "H", "H", "H", "C", "C", "C", "C", "C", "C", "N", "O", "C", "C", "C", "H", "H", "H", "H", "H", "H", "H", "H", "H", "H", "H", "H", "H", "H", "H", "H", "H", "H", "H", "C", "O", "N", "N", "H", "H", "H", "H", "C", "O", "N", "N", "H", "H", "H", "H", "C", "O", "N", "N", "H", "H", "H", "H", "C", "O", "N", "N", "H", "H", "H", "H", "C", "O", "N", "N", "H", "H", "H", "H", "C", "O", "N", "N", "H", "H", "H", "H", "C", "O", "N", "N", "H", "H", "H", "H", "C", "O", "N", "N", "H", "H", "H", "H"],
  "positions_angstrom": [[-34.16065, -22.67970, -9.50706], [-33.25564, -21.67837, -8.75993], [-32.08417, -21.28571, -9.65496], [-32.37438, -20.13849, -10.66841], [-33.16365, -18.99173, -10.03265], [-34.37030, -19.42844, -9.18996], [-33.88610, -20.45162, -8.26818], [-34.79083, -20.71989, -7.21127], [-34.77602, -18.22428, -8.33605], [-35.53085, -19.87975, -10.08180], [-32.72290, -22.38826, -7.52860], [-33.56052, -23.59296, -9.62001], [-34.49076, -22.35944, -10.49055], [-34.98504, -23.00942, -8.86846], [-31.19363, -20.95595, -9.12062], [-31.85872, -22.13614, -10.30583], [-32.86827, -20.49456, -11.57386], [-31.39304, -19.75425, -10.95244], [-33.64505, -18.40625, -10.82610], [-32.48553, -18.32536, -9.49970], [-34.04089, -18.06360, -7.54817], [-34.82896, -17.31766, -8.94179], [-35.74673, -18.40348, -7.87374], [-36.12646, -19.04576, -10.45986], [-35.18068, -20.38164, -10.98565], [-36.20318, -20.54321, -9.53466], [-31.89525, -23.03916, -7.82020], [-33.47231, -23.04606, -7.08244], [-32.51270, -21.71981, -6.70318], [-35.63417, -21.00678, -7.59931], [-33.13620, -21.51759, -3.53339], [-31.95139, -20.63741, -3.91618], [-32.50358, -19.52177, -4.82067], [-31.45652, -18.50160, -5.18301], [-30.92578, -17.83900, -3.89484], [-30.54632, -18.83945, -2.77112], [-31.47530, -19.96893, -2.69603], [-31.07197, -20.92979, -1.73511], [-29.07747, -19.23828, -3.00180], [-30.65409, -18.05153, -1.47271], [-30.87966, -21.46809, -4.62975], [-32.80441, -22.36810, -2.92589], [-33.55337, -21.97051, -4.43800], [-33.90366, -21.02633, -2.93933], [-32.98933, -20.00418, -5.67037], [-33.28802, -19.00978, -4.25586], [-31.83532, -17.64817, -5.75614], [-30.65784, -18.90202, -5.81096], [-31.61375, -17.10460, -3.48366], [-30.02206, -17.33320, -4.24482], [-28.93762, -19.50530, -4.05487], [-28.39615, -18.41835, -2.78229], [-28.70808, -20.12308, -2.47221], [-29.96167, -17.20010, -1.50111], [-31.60009, -17.56782, -1.22004], [-30.38354, -18.63594, -0.58899], [-30.35458, -20.89161, -5.39986], [-31.25406, -22.29320, -5.23613], [-30.07199, -21.83402, -3.98905], [-30.20145, -21.19510, -2.06746], [-35.43319, -26.79768, -11.00901], [-35.18547, -26.12556, -11.99944], [-35.98270, -28.03902, -11.08188], [-35.08089, -26.37923, -9.72994], [-36.14005, -28.44506, -11.98351], [-36.12260, -28.55922, -10.23410], [-34.90218, -25.38550, -9.71642], [-35.65199, -26.82452, -9.02553], [-37.61288, -21.22524, -6.14526], [-37.10615, -20.97408, -7.23369], [-38.88236, -20.81683, -5.84212], [-37.04980, -22.06110, -5.23460], [-39.27937, -20.77525, -4.92251], [-39.40519, -20.42586, -6.60352], [-36.10466, -22.37094, -5.39155], [-37.40836, -22.28060, -4.31312], [-34.19454, -25.15026, -5.47273], [-34.94212, -24.89052, -4.52396], [-32.86697, -24.84618, -5.41850], [-34.62172, -25.65798, -6.63908], [-32.53471, -24.43574, -4.56470], [-32.26098, -25.16491, -6.16091], [-33.99398, -25.83239, -7.40546], [-35.59970, -25.91644, -6.72534], [-31.45694, -25.86739, -9.00428], [-32.06480, -25.78042, -7.93596], [-30.10185, -25.68088, -9.07584], [-32.04084, -26.20530, -10.18300], [-29.67483, -25.23672, -8.28319], [-29.65998, -25.65251, -9.97623], [-33.03600, -26.39127, -10.06754], [-31.62711, -25.91933, -11.05073], [-30.46655, -25.17257, -1.20514], [-30.88881, -25.59358, -0.14713], [-30.81344, -25.76650, -2.39447], [-29.64163, -24.09741, -1.32918], [-31.36529, -26.60057, -2.33390], [-30.36486, -25.50354, -3.25160], [-29.23942, -23.89591, -2.22682], [-29.36374, -23.50022, -0.57508], [-36.74634, -22.76264, -1.62848], [-37.60958, -22.48862, -2.45890], [-35.60898, -23.46469, -1.94224], [-36.82074, -22.32687, -0.34353], [-35.60703, -23.65146, -2.93524], [-35.17283, -24.11722, -1.31697], [-36.07469, -22.50586, 0.30103], [-37.64860, -21.82154, -0.09333], [-33.05150, -29.45242, -7.97558], [-33.49177, -30.59164, -7.95699], [-32.98602, -28.68799, -6.84904], [-32.74612, -28.80722, -9.16679], [-32.57297, -27.77131, -6.86245], [-33.25767, -29.13663, -5.99472], [-32.66410, -29.54429, -9.84985], [-32.15272, -28.00070, -9.06078], [-38.03370, -26.07612, -6.15195], [-37.29184, -26.98536, -6.52188], [-37.67780, -25.21456, -5.17594], [-39.31120, -25.95052, -6.61105], [-38.27939, -24.44470, -4.93520], [-36.72264, -25.09432, -4.84151], [-39.69939, -26.69069, -7.16372], [-39.83285, -25.09680, -6.54339]],
  "lowdin_charge": [-0.019, -0.500, -0.122, -0.166, -0.140, -0.519, -0.093, -0.057, -0.026, -0.017, -0.038, 0.063, 0.077, 0.087, 0.117, 0.110, 0.102, 0.103, 0.118, 0.117, 0.078, 0.085, 0.081, 0.088, 0.070, 0.075, 0.082, 0.063, 0.051, 0.001, -0.034, -0.498, -0.131, -0.176, -0.122, -0.506, -0.093, -0.022, -0.032, -0.050, -0.020, 0.075, 0.071, 0.090, 0.092, 0.135, 0.110, 0.100, 0.115, 0.117, 0.077, 0.087, 0.073, 0.085, 0.085, 0.081, 0.075, 0.054, 0.067, 0.044, -0.669, 0.022, 0.169, 0.142, 0.108, 0.101, 0.078, 0.093, -0.608, 0.011, 0.162, 0.194, 0.098, 0.100, 0.095, 0.044, -0.642, -0.029, 0.174, 0.202, 0.083, 0.054, 0.046, 0.063, -0.650, -0.029, 0.178, 0.172, 0.108, 0.102, 0.061, 0.119, -0.687, 0.032, 0.146, 0.157, 0.102, 0.081, 0.083, 0.106, -0.647, -0.010, 0.177, 0.161, 0.055, 0.108, 0.101, 0.104, -0.673, 0.016, 0.170, 0.154, 0.061, 0.108, 0.107, 0.041, -0.674, -0.013, 0.179, 0.152, 0.086, 0.052, 0.099, 0.093]
}